Molecular formula: C3H6N2O
Method: DFT, ωB97M-V/def2-TZVPD

Calculated values
HOMO-LUMO gap (eV): 10.75
Energy (eV): -8233.93569
HOMO (eV): -9.851
ΔE to the lowest compared entry with this formula, charge and spin (kJ/mol): 266.6

```
! wB97M-V def2-TZVPD RIJCOSX def2/J DEFGRID3
* xyz 0 1
O 1.488 1.683 0.566
N 1.876 -0.210 -0.302
N -0.843 -1.192 0.270
C 0.965 0.517 0.241
C -1.324 -0.204 -0.683
C -0.471 0.210 0.466
H -0.884 -0.266 -1.676
H 1.678 -1.170 -0.532
H -2.371 0.104 -0.661
H 2.410 1.197 0.130
H -0.951 0.788 1.254
H -1.574 -1.457 0.927
*
```